# 1
Density functional theory data (ωB97M-V/def2-TZVPD) for a molecular structure, C26H21BaN6O4P at a distorted geometry.

The geometry in XYZ format:
```
59
Properties=species:S:1:pos:R:3:mulliken_charge:R:1
Ba 1.438 -0.680 -0.238 2.22
O 3.369 -0.463 3.624 -0.73
C 2.624 -0.644 2.673 0.41
O 2.788 -0.269 1.477 -0.85
C 1.301 -1.386 2.901 0.05
C 0.755 -1.701 4.139 -0.44
C -0.512 -2.264 4.172 -0.45
C -1.185 -2.507 2.983 -0.48
C -0.544 -2.193 1.791 0.36
N 0.664 -1.654 1.773 -0.33
C -1.124 -2.374 0.379 0.42
O -2.093 -3.100 0.224 -0.74
O -0.503 -1.713 -0.504 -0.75
H 1.321 -1.495 5.034 0.54
H -0.969 -2.518 5.118 0.46
H -2.171 -2.944 2.965 0.54
N 1.872 0.534 -5.008 0.14
C 1.222 0.701 -3.843 -0.30
N 1.875 0.094 -2.886 0.05
C 2.940 -0.468 -3.516 0.39
N 2.959 -0.207 -4.809 -0.68
C 3.931 -1.287 -2.847 -0.04
C 5.092 -1.698 -3.513 -0.30
N 5.988 -2.467 -2.927 -0.58
C 5.757 -2.817 -1.672 -0.39
C 4.612 -2.401 -0.997 -0.32
N 3.695 -1.654 -1.588 0.04
H 1.655 0.869 -5.937 0.21
H 0.291 1.218 -3.736 0.41
H 5.288 -1.400 -4.533 0.47
H 6.510 -3.435 -1.204 0.39
H 4.432 -2.664 0.033 0.47
C -0.210 3.094 -0.370 -1.45
P -0.668 1.359 0.086 0.71
C -1.561 1.735 1.643 0.03
C -2.810 2.353 1.630 -0.29
C -3.427 2.693 2.821 -0.69
C -2.819 2.408 4.033 -0.52
C -1.581 1.788 4.050 -0.53
C -0.951 1.460 2.861 -0.62
C -2.082 1.005 -1.002 0.73
C -3.026 0.079 -0.567 -0.29
C -4.117 -0.239 -1.353 -0.97
C -4.269 0.349 -2.601 -0.52
C -3.323 1.254 -3.050 -0.71
C -2.236 1.584 -2.257 -0.53
H 0.382 3.109 -1.287 0.42
H 0.415 3.475 0.438 0.44
H -1.099 3.719 -0.473 0.44
H -3.298 2.558 0.686 0.38
H -4.387 3.184 2.797 0.41
H -3.306 2.675 4.959 0.39
H -1.104 1.562 4.991 0.47
H 0.020 0.982 2.878 0.25
H -2.892 -0.392 0.396 0.53
H -4.855 -0.940 -0.991 0.45
H -5.117 0.095 -3.222 0.38
H -3.441 1.723 -4.017 0.42
H -1.516 2.315 -2.606 0.49
```

- Net charge: 0
- M: 649.79 g mol⁻¹
- Frontier orbital gap: 8.194 eV
- Relative energy (zero: lowest compared OMol25 entry of this formula, charge and spin): 191.3 kJ/mol
- Highest occupied orbital energy: -8.6 eV
- Calculated total energy: -1999.8324 Eh

---

# 2
Density functional theory data (ωB97M-V/def2-TZVPD) for a molecular structure, C26H21Cl5N9OS3Tl at a distorted geometry.

The geometry in XYZ format:
```
66
Properties=species:S:1:pos:R:3:mulliken_charge:R:1
Tl -1.070 1.127 1.803 1.47
N 0.045 4.456 3.444 -0.36
C -0.666 3.617 4.225 0.46
N -0.732 2.319 4.027 -0.25
C -1.530 1.714 4.996 0.10
C -2.062 2.557 5.904 -0.60
S -1.565 4.179 5.584 -0.17
C -1.688 0.259 4.950 0.18
C -2.114 -0.527 5.958 -0.54
S -2.095 -2.183 5.475 -0.18
C -1.487 -1.714 3.925 0.44
N -1.336 -0.412 3.781 -0.16
N -1.155 -2.625 2.997 -0.26
H 0.590 4.094 2.683 0.14
H 0.091 5.440 3.641 0.21
H -2.716 2.335 6.730 0.42
H -2.413 -0.243 6.952 0.45
H -1.431 -3.581 3.136 0.25
H -0.935 -2.325 2.050 0.24
N 3.574 -0.060 2.904 0.14
C 2.295 0.320 2.875 -0.52
N 1.913 0.513 1.626 0.12
C 3.045 0.225 0.915 -0.18
N 4.070 -0.119 1.667 -0.60
C 3.299 0.342 -0.535 0.94
C 4.612 0.590 -0.954 -0.42
N 4.948 0.822 -2.207 -0.49
C 3.967 0.858 -3.108 -0.47
C 2.668 0.578 -2.775 -0.20
N 2.336 0.265 -1.495 0.57
H 4.155 -0.297 3.694 0.22
H 1.682 0.467 3.752 0.54
H 5.397 0.614 -0.211 0.56
H 4.233 1.084 -4.132 0.40
H 1.866 0.536 -3.496 0.52
Cl 1.697 3.796 -2.969 -0.14
C 0.025 3.399 -2.724 -0.48
C -0.333 2.177 -2.225 0.95
C -1.594 1.836 -2.014 0.10
Cl -0.476 0.539 -1.567 -0.82
C -2.612 2.712 -2.284 -0.64
Cl -4.253 2.254 -1.981 -0.16
C -2.306 3.978 -2.809 0.27
Cl -3.573 5.058 -3.158 -0.13
C -0.980 4.329 -3.027 0.20
Cl -0.550 5.854 -3.647 -0.13
C -2.088 -5.250 -4.614 -1.46
C -1.278 -4.407 -3.673 0.81
C -0.761 -3.178 -4.067 -1.15
C -0.050 -2.381 -3.179 -0.05
C 0.141 -2.803 -1.874 1.02
C -0.315 -4.059 -1.480 -0.88
C -1.025 -4.842 -2.369 -0.77
S 0.902 -1.842 -0.567 0.14
C 1.062 -0.270 -1.210 -0.26
O -0.218 -1.706 0.459 -0.67
H -2.067 -4.852 -5.626 0.36
H -3.127 -5.294 -4.284 0.33
H -1.714 -6.274 -4.638 0.38
H -0.909 -2.837 -5.084 0.37
H 0.326 -1.422 -3.520 0.34
H -0.133 -4.411 -0.472 0.44
H -1.393 -5.809 -2.051 0.42
H -1.168 -0.522 -1.048 1.10
H -0.620 0.026 -2.804 0.49
H -0.404 0.975 -0.273 -0.91
```

- Net charge: +2
- M: 953.37 g mol⁻¹
- Frontier orbital gap: 6.185 eV
- Relative energy (zero: lowest compared OMol25 entry of this formula, charge and spin): 887.3 kJ/mol
- Highest occupied orbital energy: -12.7 eV
- Calculated total energy: -5238.3939 Eh

---

# 3
Density functional theory data (ωB97M-V/def2-TZVPD) for a molecular structure, C26H21ClF5N2O7S3TeV.

The geometry in XYZ format:
```
67
Properties=species:S:1:pos:R:3:mulliken_charge:R:1
V -0.357 -0.094 -0.720 0.08
C 3.843 -0.869 0.478 -1.37
C 2.419 -0.403 0.537 0.89
N 1.663 -0.578 -0.505 0.73
N 2.315 -1.209 -1.558 -0.51
C 1.792 -0.962 -2.701 0.52
S 0.413 0.073 -2.926 -0.26
S 2.427 -1.645 -4.167 -0.08
C 3.725 -2.749 -3.524 -0.76
C 3.236 -4.146 -3.273 0.40
C 3.537 -5.163 -4.172 -0.62
C 3.078 -6.454 -3.955 -0.58
C 2.307 -6.737 -2.837 -0.47
C 1.998 -5.725 -1.937 -0.88
C 2.463 -4.438 -2.153 0.42
C 1.911 0.205 1.770 0.42
C 2.766 0.604 2.806 -1.04
C 2.267 1.116 3.988 -0.93
C 0.893 1.223 4.180 -0.50
C 0.024 0.845 3.176 -0.73
C 0.543 0.367 1.982 0.47
O -0.319 0.055 1.001 -0.25
H 3.861 -1.886 0.093 0.18
H 4.407 -0.255 -0.226 0.32
H 4.322 -0.847 1.448 0.49
H 4.500 -2.740 -4.291 0.57
H 4.123 -2.279 -2.629 0.19
H 4.136 -4.943 -5.049 0.34
H 3.320 -7.237 -4.662 0.37
H 1.943 -7.742 -2.669 0.38
H 1.384 -5.929 -1.069 0.46
H 2.206 -3.651 -1.454 0.34
H 3.835 0.532 2.685 0.40
H 2.950 1.426 4.766 0.42
H 0.503 1.608 5.112 0.44
H -1.049 0.920 3.281 0.54
C -0.527 10.737 -1.905 -1.10
C -0.515 9.537 -1.002 0.80
O -1.482 9.039 -0.509 -0.49
S 1.169 8.883 -0.712 -0.21
C 0.794 7.149 -0.736 0.03
C 0.104 6.552 0.314 -0.33
C -0.169 5.197 0.275 -0.60
C 0.257 4.425 -0.809 0.22
C 0.954 5.030 -1.857 -0.63
C 1.219 6.387 -1.820 -0.45
C 0.000 3.020 -0.844 0.59
C -0.217 1.826 -0.900 -0.19
H -1.515 11.188 -1.908 0.31
H -0.253 10.416 -2.910 0.30
H 0.225 11.458 -1.581 0.33
H -0.221 7.153 1.151 0.43
H -0.705 4.722 1.085 0.48
H 1.278 4.429 -2.696 0.49
H 1.756 6.862 -2.630 0.44
O -0.329 -2.285 -1.056 -0.49
Cl -0.552 -3.101 0.226 1.75
O -0.415 -4.463 -0.144 -0.64
O -1.847 -2.766 0.720 -0.67
O 0.470 -2.711 1.155 -0.65
F -4.215 -2.172 -3.672 -0.38
Te -2.963 -1.510 -2.489 2.01
F -1.628 -2.090 -3.591 -0.37
F -3.069 0.025 -3.512 -0.39
F -2.909 -3.174 -1.734 -0.37
F -4.393 -1.109 -1.405 -0.37
O -1.993 -0.356 -1.315 -0.24
```

- Net charge: 0
- M: 878.65 g mol⁻¹
- Frontier orbital gap: 6.273 eV
- Relative energy (zero: lowest compared OMol25 entry of this formula, charge and spin): 290.5 kJ/mol
- Highest occupied orbital energy: -8.9 eV
- Calculated total energy: -5005.3673 Eh

---

# 4
Density functional theory data (ωB97M-V/def2-TZVPD) for 2 unconnected molecules or ions with the total composition C26H21F4N2O at a distorted geometry.

The geometry in XYZ format:
```
54
Properties=species:S:1:pos:R:3:mulliken_charge:R:1
F 4.545 -0.628 -2.932 -0.30
C 4.254 0.596 -2.432 -0.27
C 5.283 1.465 -2.113 -0.20
C 5.003 2.713 -1.587 -0.03
F 6.014 3.559 -1.279 -0.28
C 3.696 3.087 -1.386 -0.81
C 2.618 2.235 -1.702 1.08
C 1.313 2.733 -1.466 -0.30
C 0.007 2.237 -1.703 1.13
C -1.070 3.094 -1.395 -0.89
C -2.377 2.727 -1.607 -0.07
F -3.387 3.577 -1.307 -0.28
C -2.658 1.482 -2.138 -0.18
C -1.633 0.605 -2.446 -0.13
F -1.926 -0.608 -2.969 -0.31
C -0.324 0.973 -2.229 -0.47
C 2.945 0.973 -2.234 -0.27
H 6.305 1.171 -2.274 0.52
H 3.514 4.068 -0.985 0.49
H 1.314 3.719 -1.030 0.34
H -0.885 4.073 -0.991 0.50
H -3.680 1.198 -2.317 0.55
H 0.423 0.248 -2.467 0.58
H 2.197 0.255 -2.491 0.58
H 1.288 0.620 1.623 0.15
C 1.228 -0.105 2.444 -0.13
H 2.162 -0.030 3.014 0.33
C 0.074 0.244 3.328 -1.00
C -0.952 -0.586 3.503 -0.29
N -0.990 -1.847 2.884 0.20
C -2.247 -2.608 2.850 -1.86
C -3.025 -2.311 1.609 1.06
C -2.831 -3.065 0.462 -0.32
C -3.480 -2.737 -0.709 -0.67
C -4.323 -1.647 -0.745 -0.61
C -4.518 -0.884 0.387 -0.66
C -3.867 -1.211 1.557 -0.38
C 0.070 -2.258 2.097 0.15
C 1.142 -1.477 1.854 0.07
C 2.184 -1.986 0.969 0.08
N 3.231 -1.169 0.618 -0.31
O 2.102 -3.131 0.537 -0.71
H 0.072 1.197 3.833 0.43
H -1.779 -0.317 4.135 0.36
H -2.014 -3.675 2.912 0.53
H -2.832 -2.362 3.738 0.52
H -2.162 -3.908 0.498 0.38
H -3.317 -3.327 -1.596 0.45
H -4.824 -1.389 -1.662 0.54
H -5.173 -0.028 0.357 0.47
H -4.002 -0.614 2.443 0.36
H 0.032 -3.230 1.639 0.47
H 3.329 -0.212 0.924 0.19
H 3.932 -1.496 -0.022 0.23
```

- Net charge: +1
- M: 453.46 g mol⁻¹
- Frontier orbital gap: 2.969 eV
- Relative energy (zero: lowest compared OMol25 entry of this formula, charge and spin): 167.3 kJ/mol
- Highest occupied orbital energy: -9.7 eV
- Calculated total energy: -1587.2805 Eh

---

Q: Which value of relative energy (zero: lowest compared OMol25 entry of this formula, charge and spin) does entry 4 give?
A: 167.3 kJ/mol

---

Q: What is the formula in the first record?
A: C26H21BaN6O4P